Entry 1:
DFT (the ωB97M-V functional and the def2-TZVPD basis) results for the molecule C22H30ClN3O4 at a distorted geometry.

Properties
SMILES	COc1cc(Cl)ccc1OCc1cc(C(=O)N(C)C2CC(C)(C)NC(C)(C)C2)no1
frontier orbital gap	9.01	eV
energy relative to the best compared isomer or geometry (same formula, charge and spin)	4.3490	eV
LUMO energy	0.70	eV
highest occupied orbital energy	-8.3	eV
calculated total energy	-48482.128	eV

ORCA input file:
```
! wB97M-V def2-TZVPD RIJCOSX def2/J DEFGRID3
* xyz 0 1
C 3.89395 -0.22557 2.48792
O 4.57350 -0.95181 1.48618
C 5.25017 -0.25755 0.52293
C 5.62171 1.07269 0.68262
C 6.34443 1.72932 -0.29837
Cl 6.79297 3.37831 -0.04710
C 6.71117 1.08251 -1.46329
C 6.32509 -0.23213 -1.63506
C 5.59313 -0.91840 -0.67166
O 5.29198 -2.20973 -1.01808
C 4.35393 -2.96635 -0.29554
C 3.01861 -2.30920 -0.17581
C 2.48037 -1.19290 -0.75058
C 1.20474 -1.08342 -0.13955
C 0.29459 0.08797 -0.28764
O 0.77320 1.20427 -0.14106
N -0.99732 -0.13555 -0.57541
C -1.54538 -1.45804 -0.78228
C -1.83535 1.05238 -0.73516
C -2.36098 1.57167 0.60824
C -3.41452 0.66032 1.25416
C -2.74133 -0.35326 2.19503
C -4.37696 1.50200 2.11333
N -4.10427 -0.09990 0.21421
C -4.33427 0.48468 -1.09855
C -5.01350 -0.60238 -1.94541
C -5.26933 1.71113 -1.09492
C -2.97696 0.86524 -1.73808
N 1.02077 -2.06288 0.70917
O 2.13993 -2.82852 0.69359
H 3.27724 -0.95782 3.00775
H 3.25241 0.54520 2.05129
H 4.59060 0.22707 3.19934
H 5.35719 1.60571 1.58029
H 7.27611 1.59497 -2.22423
H 6.57804 -0.76528 -2.53734
H 4.71588 -3.20731 0.71230
H 4.26142 -3.90001 -0.86354
H 2.90921 -0.53483 -1.47553
H -1.02509 -2.17771 -0.15536
H -1.44350 -1.76494 -1.82851
H -2.59716 -1.43481 -0.50261
H -1.14988 1.81870 -1.12045
H -2.78745 2.55952 0.42621
H -1.51859 1.69871 1.28791
H -2.36245 0.15596 3.07748
H -1.91364 -0.85753 1.71101
H -3.46375 -1.10187 2.51280
H -5.07960 0.85073 2.63115
H -4.94249 2.20939 1.51466
H -3.81608 2.06018 2.85913
H -4.96826 -0.48083 0.58376
H -5.10717 -0.27209 -2.97666
H -6.00962 -0.81440 -1.56205
H -4.43627 -1.52293 -1.92303
H -4.78831 2.58042 -0.65619
H -5.55023 1.96157 -2.11567
H -6.17874 1.49229 -0.53765
H -3.10554 1.80336 -2.27907
H -2.68836 0.11369 -2.47102
*
```

Atomic partial charges in e from the natural (NBO) method, atoms 1 to 2: -0.259, -0.517

---

Entry 2:
DFT (the ωB97M-V functional and the def2-TZVPD basis) results for the molecule C24H16F4N4O2 at a distorted geometry.

Properties
SMILES	N#Cc1cc(NC(=O)[C@H]2c3ccccc3C(=O)N(CC(F)(F)F)[C@@H]2c2cccnc2)ccc1F
frontier orbital gap	9.24	eV
LUMO energy	-0.17	eV
highest occupied orbital energy	-9.4	eV
calculated total energy	-46073.663	eV

ORCA input file:
```
! wB97M-V def2-TZVPD RIJCOSX def2/J DEFGRID3
* xyz 0 1
N -5.94149 1.59814 -3.53391
C -4.97534 0.92789 -3.58208
C -3.75279 0.19224 -3.65149
C -3.11498 -0.13906 -2.43893
C -1.85278 -0.76501 -2.43200
N -1.30584 -1.12053 -1.17186
C 0.05146 -1.21181 -0.81879
O 0.93389 -1.27362 -1.64196
C 0.42476 -0.96852 0.69377
C 1.23514 -2.11854 1.26403
C 1.02922 -3.43636 0.84944
C 1.68855 -4.48854 1.45320
C 2.55297 -4.20066 2.50223
C 2.83637 -2.89553 2.89902
C 2.17076 -1.81231 2.26704
C 2.36618 -0.42118 2.70006
O 3.23529 -0.20825 3.55233
N 1.80285 0.65903 2.03568
C 2.31272 2.01591 2.27302
C 1.78543 2.67480 3.56048
F 1.71475 4.01129 3.34399
F 2.59384 2.36025 4.60857
F 0.48871 2.37454 3.87239
C 1.19620 0.34912 0.72713
C 0.16818 1.41832 0.35375
C 0.25725 2.13309 -0.84932
C -0.75923 3.06864 -1.13941
C -1.80912 3.25597 -0.23170
N -1.87224 2.58051 0.91541
C -0.95721 1.68415 1.22616
C -1.20562 -0.99671 -3.65121
C -1.82752 -0.68054 -4.84332
C -3.07329 -0.06872 -4.85329
F -3.57390 0.43789 -6.01854
H -3.59270 0.17350 -1.51583
H -1.88816 -0.95014 -0.34784
H -0.49078 -0.88996 1.33519
H 0.35677 -3.64695 0.06007
H 1.47834 -5.53620 1.17796
H 3.08506 -5.01750 2.98909
H 3.49958 -2.66491 3.72731
H 2.03145 2.67340 1.43758
H 3.45140 2.03070 2.30044
H 2.00361 0.36561 0.01215
H 1.06405 2.03206 -1.58580
H -0.69505 3.64760 -2.06030
H -2.59268 4.00670 -0.42649
H -1.05670 1.12977 2.12557
H -0.20845 -1.40148 -3.69496
H -1.26890 -0.88811 -5.77405
*
```

Atomic partial charges in e from the natural (NBO) method, atoms 1 to 2: -0.276, 0.255

---

Entry 3:
DFT (the ωB97M-V functional and the def2-TZVPD basis) results for a structure of composition C45H36F3N3NiO4Sb2 at a distorted geometry.

Properties
frontier orbital gap (spin up / spin down)	5.99 / 5.99	eV
LUMO energy (spin up / spin down)	-1.75 / -1.76	eV
highest occupied orbital energy (spin up / spin down)	-7.7 / -7.7	eV
calculated total energy	-122179.370	eV

ORCA input file:
```
! wB97M-V def2-TZVPD RIJCOSX def2/J DEFGRID3
* xyz 0 1
Ni 0.28804 -1.19577 -0.01111
O 7.20974 -1.18977 1.25639
C 6.77084 -1.26587 0.12209
O 7.25684 -1.31717 -0.99341
C 5.15674 -1.28047 0.09429
C 4.43764 -1.34317 1.27189
C 3.04424 -1.30657 1.20429
N 2.41374 -1.20437 0.03659
C 3.09814 -1.16877 -1.10381
C 4.49304 -1.21597 -1.11281
C 2.28044 -1.12717 -2.32371
C 2.81604 -1.10337 -3.60921
C 1.96324 -1.17907 -4.69591
C 0.60074 -1.27747 -4.47491
C 0.13994 -1.23247 -3.16651
N 0.94974 -1.14937 -2.12291
C 2.16714 -1.45497 2.37419
C 2.62084 -1.43217 3.69079
C 1.74704 -1.76087 4.71249
C 0.44564 -2.11507 4.39499
C 0.05284 -2.04177 3.06589
N 0.87434 -1.69137 2.08769
H 4.97364 -1.42947 2.20189
H 5.06334 -1.18767 -2.02781
H 3.87944 -1.02777 -3.76901
H 2.36604 -1.16207 -5.69701
H -0.08776 -1.36067 -5.29901
H -0.91766 -1.28207 -2.94051
H 3.63564 -1.15007 3.91109
H 2.08594 -1.77507 5.73669
H -0.24486 -2.44337 5.15669
H -0.96126 -2.29237 2.77569
C -0.28986 1.45753 2.15969
C -1.81116 1.53503 2.23909
C -2.54656 0.21733 2.03589
Sb -2.26566 -0.83477 0.10259
C -4.04236 -2.06677 0.29139
C -5.26656 -1.41747 0.30319
C -6.44706 -2.13797 0.34509
C -6.41206 -3.52277 0.35369
C -5.19236 -4.17657 0.34129
C -4.01206 -3.45117 0.32209
C -3.20916 0.72133 -1.10461
C -3.11846 0.66383 -2.48861
C -3.65726 1.66503 -3.28041
C -4.30196 2.74123 -2.69611
C -4.43146 2.79083 -1.31871
C -3.88926 1.78653 -0.53091
Sb 0.38974 1.41063 0.08459
C 2.50364 1.77583 0.36219
C 3.25424 1.99003 -0.78481
C 4.62064 2.19223 -0.70601
C 5.25144 2.18833 0.52699
C 4.50704 1.98443 1.67509
C 3.14074 1.77063 1.59199
C -0.03136 3.52743 -0.10161
C -0.98816 4.05363 -0.95111
C -1.21496 5.42203 -0.97561
C -0.48216 6.26333 -0.15591
C 0.49474 5.73883 0.67419
C 0.71664 4.37573 0.69619
H 0.08894 0.58643 2.69679
H 0.12984 2.36593 2.60139
H -2.15126 2.28293 1.51419
H -2.08576 1.91543 3.23149
H -3.62116 0.38693 2.12529
H -2.25736 -0.48067 2.82509
H -5.30616 -0.33727 0.26709
H -7.39306 -1.61277 0.35829
H -7.33106 -4.09067 0.36589
H -5.15326 -5.25607 0.33589
H -3.06956 -3.97577 0.31169
H -2.64246 -0.18677 -2.95471
H -3.57746 1.60513 -4.35611
H -4.70836 3.53033 -3.31221
H -4.95486 3.61543 -0.85231
H -4.01956 1.84713 0.53969
H 2.75534 1.98833 -1.74901
H 5.19694 2.33453 -1.60741
H 6.32134 2.31823 0.59089
H 4.99464 1.98253 2.63929
H 2.57134 1.58013 2.49459
H -1.56606 3.40273 -1.59521
H -1.96496 5.83313 -1.63801
H -0.66096 7.32873 -0.17141
H 1.08644 6.38773 1.30379
H 1.48804 3.96433 1.33209
F 0.71064 -5.60727 -1.47291
C -0.52686 -5.29217 -1.06421
F -1.38426 -5.88247 -1.90321
F -0.69686 -5.86527 0.14089
C -0.70176 -3.73037 -0.96231
O -1.61096 -3.20377 -1.58721
O 0.15204 -3.23517 -0.20451
*
```

Atomic partial charges in e from the Mulliken method, atoms 1 to 2: 1.497, -0.713

---

Entry 4:
DFT (the ωB97M-V functional and the def2-TZVPD basis) results for a cluster of 2 separate species, C3H10S in total at a distorted geometry.

Properties
SMILES	CSC.C
frontier orbital gap	9.38	eV
energy relative to the best compared isomer or geometry (same formula, charge and spin)	1.2008	eV
LUMO energy	0.86	eV
highest occupied orbital energy	-8.5	eV
calculated total energy	-14107.136	eV

ORCA input file:
```
! wB97M-V def2-TZVPD RIJCOSX def2/J DEFGRID3
* xyz 0 1
C -0.05840 0.52784 -1.00265
S -0.62008 0.71221 -2.82765
C 0.50064 2.06289 -3.31855
H 1.00204 0.67270 -0.72282
H -0.74487 1.20956 -0.54323
H -0.26788 -0.55132 -0.74548
H 1.53443 1.61089 -3.25717
H 0.51083 2.91085 -2.59505
H 0.61516 2.38884 -4.46746
C -0.47580 -2.33394 3.84529
H 0.34853 -1.90656 3.29970
H -0.73542 -3.38564 3.67824
H -0.31788 -2.27887 4.86422
H -1.29131 -1.63943 3.79260
*
```

Atomic partial charges in e from the natural (NBO) method, atoms 1 to 2: -0.712, 0.149